# C13H15FeN2O3

A molecular structure, C13H15FeN2O3 at a distorted geometry (ωB97M-V/def2-TZVPD, the Open Molecules 2025 dataset).

Cartesian coordinates (Å):
C: -0.059728 -1.715325 -2.269119
N: -1.141410 -0.807203 -1.704552
C: -2.282471 -1.717657 -1.154774
N: -1.893847 -0.076349 -2.762700
C: -1.425196 0.250603 -3.900232
H: -0.167330 -2.727250 -1.850545
H: -0.188531 -1.840561 -3.355753
H: 0.906856 -1.285126 -2.039424
H: -2.168150 -2.752376 -1.526872
H: -2.333656 -1.706562 -0.075412
H: -3.227518 -1.372736 -1.585342
H: -2.138813 0.760651 -4.559484
H: -0.403702 0.080001 -4.271562
O: 2.869422 1.057412 5.233959
C: 2.518872 0.789243 4.150087
Fe: 1.301914 0.514837 2.967231
C: 0.030854 -0.374118 3.810745
O: -0.901028 -0.656500 4.444719
C: 0.440964 1.985708 3.258529
O: -0.268649 2.819125 3.632389
C: -0.793891 0.347305 -0.791961
C: 0.252432 1.495151 -0.962542
C: 1.233242 1.999397 -0.113214
C: 2.056474 1.359657 0.892886
C: 2.026725 -0.032440 1.107310
C: 0.825429 -0.791094 0.914022
C: -0.400755 -0.330402 0.506657
H: -1.800769 0.897657 -0.739203
H: 0.015239 2.197169 -1.775610
H: 1.654689 3.001872 -0.305714
H: 2.902009 1.931018 1.332140
H: 2.928423 -0.608734 1.341590
H: 0.898090 -1.848219 1.185227
H: -1.266190 -0.844151 0.966523

Cartesian forces (eV/Å) of the 3 atoms listed first:
C 0.089 -0.091 0.172
N -0.794 -0.666 -2.890
C -0.362 -0.160 -0.571

Values from the calculation:
Strongest force on any atom, eV/Å: 8.24
Total charge: +1
Spin multiplicity: 5
HOMO-LUMO gap (alpha / beta), eV: 6.6 / 6.1
LUMO (alpha / beta), eV: -2.8 / -5.4
Energy above the lowest of the compared OMol25 structures with the same formula, charge and spin, kcal/mol: 81.10

Here are the Mulliken charges for atoms 1 to 8, given in e: number 1, C, carries -0.939; number 2, N, carries 0.850; number 3, C, carries -0.681; number 4, N, carries -0.750; number 5, C, carries -0.288; number 6, H, carries 0.267; number 7, H, carries 0.436; number 8, H, carries 0.372

=====

# C13H15N3O

A single C13H15N3O molecule at a distorted geometry (ωB97M-V/def2-TZVPD, the Open Molecules 2025 dataset).

Cartesian coordinates (Å):
C: 4.126158 1.179985 -0.909254
C: 4.827729 0.144952 -0.066647
O: 6.002797 0.243570 0.227481
N: 3.887100 -0.834522 0.396931
C: 2.507961 -1.185724 -0.003537
N: 2.010641 -2.268471 -0.260279
N: 0.654229 -2.207661 -0.233507
C: 0.259256 -0.842483 -0.141774
C: 1.344445 -0.102316 0.266094
C: 1.486638 1.182585 0.964079
H: 1.402280 2.211884 0.234154
H: 2.241645 1.420183 1.477739
H: 0.597114 1.201275 1.492492
C: -1.115037 -0.450839 0.017224
C: -1.586081 0.743763 -0.398318
C: -2.995163 1.025142 -0.143328
C: -3.839725 -0.087169 0.032576
C: -3.472790 -1.273955 0.309142
C: -1.985354 -1.419485 0.164115
H: -1.804439 -2.490433 0.562016
H: -4.205593 -2.002922 0.335476
C: -5.453705 0.501158 0.160684
H: -5.557289 1.374325 -0.576250
H: -5.704867 0.707699 1.194976
H: -5.933708 -0.271788 -0.565972
H: -3.162488 2.092016 -0.479309
H: -0.847039 1.348749 -0.491690
H: 0.244079 -2.692229 -0.788972
H: 4.220900 -1.616349 0.982561
H: 4.863028 1.413931 -1.657029
H: 3.201899 0.905529 -1.542740
H: 3.785378 2.049585 -0.559135

Cartesian forces (eV/Å) of the 3 atoms listed first:
C -0.028 -3.145 -4.041
C -2.255 0.016 0.633
O -1.349 -0.871 0.017

Values from the calculation:
Strongest force on any atom, eV/Å: 13.69
HOMO-LUMO gap, eV: 9.3
Structure (SMILES): CC(=O)Nc1n[nH]c(-c2ccc(C)cc2)c1C
LUMO, eV: 0.5
Energy above the lowest of the compared OMol25 structures with the same formula, charge and spin, kcal/mol: 179.68

Here are the natural (NBO) charges for atoms 1 to 8, given in e: number 1, C, carries -0.740; number 2, C, carries 0.710; number 3, O, carries -0.568; number 4, N, carries -0.669; number 5, C, carries 0.363; number 6, N, carries -0.280; number 7, N, carries -0.333; number 8, C, carries 0.173

=====

# C13H15N5O2S

A single C13H15N5O2S molecule at a distorted geometry (ωB97M-V/def2-TZVPD, the Open Molecules 2025 dataset).

Cartesian coordinates (Å):
C: 4.591021 1.636829 -2.369024
C: 3.165906 1.369943 -2.843686
O: 2.498219 0.415759 -2.042085
C: 2.022546 0.767125 -0.825704
C: 2.001933 2.042382 -0.280417
C: 1.442049 2.267624 0.968912
C: 0.900794 1.227989 1.700414
C: 0.882224 -0.046420 1.162550
C: 1.420697 -0.283281 -0.098772
N: 1.499599 -1.563029 -0.617531
N: 0.603263 -2.317770 -0.902008
C: -0.829848 -1.969377 -0.827948
C: -1.428783 -2.482443 0.458913
N: -1.999128 -1.556983 1.123163
N: -1.918076 -0.375392 0.437378
C: -2.357827 0.804430 1.027307
N: -2.336092 1.886997 0.236874
H: -2.567830 2.771898 0.653348
H: -1.905061 1.837122 -0.678981
S: -2.858801 0.834750 2.585338
C: -1.239941 -0.510727 -0.764134
O: -1.072129 0.364698 -1.588550
C: -1.326245 -3.883959 0.909838
H: -0.282750 -4.197039 0.901092
H: -1.739166 -3.977416 1.909704
H: -1.872570 -4.535176 0.228548
H: -1.256695 -2.462042 -1.707426
H: 0.487192 -0.874063 1.734571
H: 0.481384 1.398765 2.679166
H: 1.442362 3.268729 1.372504
H: 2.423240 2.875516 -0.819753
H: 3.184495 0.915505 -3.837834
H: 2.587326 2.299761 -2.900502
H: 4.597187 2.066251 -1.370050
H: 5.081086 2.324863 -3.052279
H: 5.149362 0.704500 -2.344437

Cartesian forces (eV/Å) of the 3 atoms listed first:
C -0.389 -0.143 0.007
C 0.372 0.285 -0.207
O -0.204 -0.184 0.253

Values from the calculation:
Strongest force on any atom, eV/Å: 1.82
HOMO-LUMO gap, eV: 8.3
Structure (SMILES): CCOc1ccccc1/N=N\[C@@H]1C(=O)N(C(N)=S)N=C1C
LUMO, eV: 0.1
Energy above the lowest of the compared OMol25 structures with the same formula, charge and spin, kcal/mol: 83.97

Here are the natural (NBO) charges for atoms 1 to 8, given in e: number 1, C, carries -0.639; number 2, C, carries -0.062; number 3, O, carries -0.494; number 4, C, carries 0.394; number 5, C, carries -0.323; number 6, C, carries -0.176; number 7, C, carries -0.241; number 8, C, carries -0.220

=====

# C13H15P

A single C13H15P molecule at a distorted geometry (ωB97M-V/def2-TZVPD, the Open Molecules 2025 dataset).

Cartesian coordinates (Å):
C: 3.834688 -0.780494 0.601899
C: 2.670504 -1.509458 0.661771
C: 4.008807 0.474724 0.147980
C: 1.554892 -0.913933 0.035954
C: 2.819615 1.142451 -0.206426
C: 1.607122 0.441628 -0.367150
C: -0.758014 0.004824 -1.734883
C: -1.637935 -0.646265 -1.007922
C: -1.856376 -0.161113 0.358554
C: -2.749543 -0.540273 1.260689
C: -0.788463 1.376699 0.551576
C: -2.406530 -1.869205 -1.484816
C: -1.745889 2.616029 0.752439
P: 0.178222 1.375363 -1.050397
H: 4.695810 -1.332170 1.143180
H: 2.543789 -2.548132 1.015102
H: 4.986316 0.929953 0.229079
H: 0.675782 -1.591957 0.094771
H: 2.836329 2.189761 -0.528494
H: -0.400904 -0.504312 -2.595162
H: -2.795836 -0.119149 2.253186
H: -3.412277 -1.487920 0.964886
H: -0.090119 1.198579 1.380767
H: -3.359094 -1.582020 -2.071558
H: -2.783120 -2.612708 -0.622550
H: -1.668565 -2.441566 -2.115518
H: -2.481417 2.439267 1.601891
H: -2.355602 2.903537 -0.128760
H: -1.122192 3.547864 0.859919

Cartesian forces (eV/Å) of the 3 atoms listed first:
C 2.966 -3.814 2.924
C -1.813 0.651 -1.697
C -1.446 1.574 0.148

Values from the calculation:
Strongest force on any atom, eV/Å: 5.65
HOMO-LUMO gap, eV: 9.0
Structure (SMILES): C=C1C(C)=CP(c2ccccc2)[C@H]1C
LUMO, eV: 0.7
Energy above the lowest of the compared OMol25 structures with the same formula, charge and spin, kcal/mol: 10.58

Here are the natural (NBO) charges for atoms 1 to 8, given in e: number 1, C, carries -0.205; number 2, C, carries -0.220; number 3, C, carries -0.219; number 4, C, carries -0.198; number 5, C, carries -0.191; number 6, C, carries -0.341; number 7, C, carries -0.484; number 8, C, carries -0.058

=====

# C13H16Br2CrN3O2S2Se4

A molecular structure, C13H16Br2CrN3O2S2Se4 at a distorted geometry (ωB97M-V/def2-TZVPD, the Open Molecules 2025 dataset).

Cartesian coordinates (Å):
Cr: 0.088729 -0.124930 -0.391308
Se: -0.863680 -1.855371 1.097164
Se: 0.564448 -2.086348 2.954480
Se: 2.642933 -1.459267 2.009930
Se: 2.063438 0.514685 0.941157
Br: -1.383229 1.557842 0.777192
C: -1.733250 3.238667 -0.145779
Br: -3.138427 3.068874 -1.437168
H: -0.821652 3.526564 -0.648025
H: -2.037659 3.935726 0.619458
N: 1.365353 -3.867653 0.038037
C: 2.405677 -3.670499 -1.006003
C: 2.278163 -2.221933 -1.488199
O: 3.196193 -1.745537 -2.160326
O: 1.207416 -1.717120 -1.074496
H: 0.917586 -4.776189 0.026987
H: 0.640546 -3.114929 -0.103077
H: 1.720094 -3.664101 0.972925
H: 2.230956 -4.337666 -1.847417
H: 3.401114 -3.832577 -0.608226
S: 0.744656 1.741463 -1.834141
C: 2.241318 1.928661 -2.575914
N: 3.170574 0.938825 -2.560791
C: 4.373560 1.085255 -3.135694
C: 4.695240 2.241469 -3.772632
C: 3.692750 3.225562 -3.797316
N: 2.517685 3.085289 -3.225936
H: 2.959737 0.014092 -2.125436
H: 5.040877 0.237518 -3.058806
H: 5.657514 2.396049 -4.235907
H: 3.859125 4.168444 -4.310393
S: -1.386021 -0.532661 -2.151531
C: -2.761375 -1.614508 -1.993179
C: -3.469556 -1.780522 -0.801305
C: -4.568470 -2.627925 -0.752394
C: -4.980867 -3.310450 -1.889100
C: -4.296148 -3.129480 -3.085926
C: -3.197411 -2.286356 -3.141571
H: -3.175820 -1.229727 0.080627
H: -5.107679 -2.751631 0.180137
H: -5.836912 -3.973878 -1.847925
H: -4.625822 -3.645379 -3.981108
H: -2.661803 -2.133449 -4.072062

Cartesian forces (eV/Å) of the 3 atoms listed first:
Cr 0.543 -0.803 -1.405
Se -0.403 0.121 0.443
Se 0.386 0.146 -0.086

Values from the calculation:
Strongest force on any atom, eV/Å: 1.71
Spin multiplicity: 2
HOMO-LUMO gap (alpha / beta), eV: 5.0 / 6.9
LUMO (alpha / beta), eV: -1.9 / -0.3
Energy above the lowest of the compared OMol25 structures with the same formula, charge and spin, kcal/mol: 0.00

Here are the natural (NBO) charges for atoms 1 to 8, given in e: number 1, Cr, carries 0.214; number 2, Se, carries -0.372; number 3, Se, carries -0.083; number 4, Se, carries -0.118; number 5, Se, carries -0.273; number 6, Br, carries 0.262; number 7, C, carries -0.529; number 8, Br, carries 0.071

=====

# C13H16BrO3P

A single C13H16BrO3P molecule (ωB97M-V/def2-TZVPD, the Open Molecules 2025 dataset).

Cartesian coordinates (Å):
C: 1.587805 -2.105147 -1.960322
C: 1.622659 -0.983075 -2.659502
C: 1.217871 0.372689 -2.124083
C: -0.072389 0.320809 -1.352397
C: -0.215557 0.487605 -0.026162
C: 0.929574 0.779099 0.907679
C: 0.660352 1.939858 1.901913
C: 1.357989 -0.505896 1.655709
C: 2.864268 -0.500864 1.914970
C: -1.574791 0.338813 0.592086
O: -1.757439 0.559281 1.767057
C: -2.719455 -0.122193 -0.265592
P: -4.400041 -0.537639 0.340949
O: -4.807650 0.993159 0.766143
Br: -4.022136 -1.577538 2.282909
C: -2.563434 -0.237922 -1.580976
C: -1.263604 0.079737 -2.223683
O: -1.185427 0.149884 -3.432999
H: 2.036277 -3.011387 -2.345270
H: 1.088517 -2.175016 -1.000909
H: 1.936285 -1.023553 -3.696480
H: 1.060166 1.038539 -2.973750
H: 2.029206 0.789844 -1.533797
H: 1.791883 1.106183 0.331841
H: 0.603367 1.581021 2.927247
H: 1.468352 2.670000 1.841093
H: -0.260876 2.470987 1.674906
H: 0.839002 -0.555391 2.613203
H: 1.123766 -1.384219 1.053218
H: 3.153863 0.396687 2.468116
H: 3.419862 -0.490723 0.975172
H: 3.177516 -1.359644 2.508111
H: -5.761680 1.053856 0.891550
H: -3.364103 -0.557842 -2.237951

Cartesian forces (eV/Å) of the 3 atoms listed first:
C -0.082 -0.198 -0.023
C -0.085 0.025 0.025
C -0.402 0.089 -0.327

Values from the calculation:
Strongest force on any atom, eV/Å: 0.62
HOMO-LUMO gap, eV: 7.8
Structure (SMILES): C=CCC1=C([C@@H](C)CC)C(=O)C(P(O)Br)=CC1=O
LUMO, eV: -1.4

Here are the natural (NBO) charges for atoms 1 to 8, given in e: number 1, C, carries -0.401; number 2, C, carries -0.159; number 3, C, carries -0.482; number 4, C, carries -0.063; number 5, C, carries 0.056; number 6, C, carries -0.283; number 7, C, carries -0.595; number 8, C, carries -0.382

=====

- Among the records above, which one has the highest strongest force on any atom?
  C13H15N3O